#i
{"formula": "C3H6ClNO", "method": "ωB97M-V/def2-TZVPD", "lumo_energy_ev": 1.080, "smiles": "C=NOCCCl", "orbital_gap_ha": 0.4097, "total_charge": 0, "species": ["C", "C", "C", "H", "H", "H", "H", "H", "H", "N", "O", "Cl"], "positions_angstrom": [[-1.892, 0.469, 0.177], [-0.761, -0.541, 0.016], [2.701, 0.062, -0.113], [-1.854, 0.954, 1.159], [-1.719, 1.158, -0.677], [-0.515, -1.194, 0.865], [-0.844, -1.159, -0.912], [3.575, -0.533, -0.173], [2.740, 1.150, -0.346], [1.611, -0.510, 0.145], [0.466, 0.315, -0.055], [-3.507, -0.170, -0.085]], "lowdin_charge": [-0.616, -0.233, -0.031, 0.082, 0.083, 0.109, 0.121, 0.058, 0.094, -0.031, -0.197, 0.561]}

***

#ii
{"formula": "C3H6ClNO", "method": "ωB97M-V/def2-TZVPD", "lumo_energy_ev": [0.124, 0.428], "orbital_gap_ha": [0.2997, 0.3223], "total_charge": 0, "species": ["C", "C", "C", "N", "O", "Cl", "H", "H", "H", "H", "H", "H"], "positions_angstrom": [[-0.065, -0.024, -0.253], [-0.281, -2.036, 0.954], [0.079, 2.936, -0.186], [0.435, -0.229, -1.352], [-0.444, -0.609, 0.808], [0.781, 2.980, -1.746], [0.353, -2.352, 1.821], [0.077, -2.396, -0.062], [-1.265, -2.631, 1.115], [0.744, 2.541, 0.530], [-0.962, 3.076, -0.212], [0.547, -1.256, -1.418]], "lowdin_charge": [-0.343, -0.050, -0.474, 0.106, -0.060, 0.517, 0.099, 0.083, 0.115, -0.023, -0.017, 0.049]}

***

Relative to the most stable structure, the computed energies are #i 0.000; #ii 2.888, all in eV.

***

#i
{"formula": "C8H16N2", "method": "ωB97M-V/def2-TZVPD", "lumo_energy_ev": 0.672, "orbital_gap_ha": 0.3462, "total_charge": 0, "species": ["C", "C", "C", "C", "C", "C", "C", "C", "H", "H", "H", "H", "H", "H", "H", "H", "H", "H", "H", "H", "H", "H", "H", "H", "N", "N"], "positions_angstrom": [[-1.517, 1.665, 0.058], [-2.247, 0.348, 0.180], [-1.707, -1.081, -0.329], [-0.461, -1.659, 0.574], [1.675, -1.385, -0.301], [2.750, -0.458, -0.486], [2.614, 0.863, -0.152], [2.245, 1.907, 0.689], [-1.069, 0.963, -1.857], [0.195, 1.243, -0.714], [-0.868, 1.741, 1.109], [-2.253, 2.499, 0.497], [-3.193, 0.350, -0.476], [-2.671, -0.210, 1.267], [-2.701, -1.803, -0.464], [-1.242, -1.324, -1.333], [-0.697, -1.793, 1.558], [-0.263, -2.689, 0.293], [0.811, -0.379, 1.494], [1.089, -1.439, -1.404], [1.895, -2.535, -0.475], [3.665, -0.486, -1.330], [2.572, 1.792, 1.739], [1.362, 2.712, 0.522], [-0.618, 1.917, -1.015], [0.634, -0.758, 0.357]], "lowdin_charge": [-0.451, -0.252, -0.213, -0.257, -0.353, -0.158, -0.096, -0.039, 0.207, 0.034, 0.123, 0.130, 0.098, 0.175, 0.142, 0.077, 0.066, 0.100, 0.227, 0.172, 0.152, 0.160, 0.047, 0.094, -0.040, -0.144]}

***

#ii
{"formula": "C8H16N2", "method": "ωB97M-V/def2-TZVPD", "lumo_energy_ev": 0.977, "smiles": "C=C=CCNCCCCN", "orbital_gap_ha": 0.3554, "total_charge": 0, "species": ["C", "C", "C", "C", "C", "C", "C", "C", "H", "H", "H", "H", "H", "H", "H", "H", "H", "H", "H", "H", "H", "H", "H", "H", "N", "N"], "positions_angstrom": [[-2.118, -2.554, -0.731], [-1.371, -1.210, -0.972], [0.073, -1.230, -1.391], [0.670, 0.194, -1.181], [0.872, 1.902, 0.500], [0.567, 2.299, 1.966], [1.479, 2.785, 2.738], [2.517, 3.140, 3.463], [-1.403, -3.695, -2.348], [-2.689, -2.707, -2.746], [-1.476, -3.164, -0.080], [-3.079, -2.584, -0.245], [-1.919, -0.642, -1.648], [-1.372, -0.735, 0.042], [0.698, -1.994, -0.847], [0.136, -1.440, -2.471], [0.237, 0.989, -1.855], [1.764, 0.263, -1.331], [0.768, -0.059, 0.889], [0.365, 2.606, -0.175], [1.976, 2.011, 0.279], [-0.508, 2.075, 2.349], [2.613, 4.146, 3.815], [3.145, 2.287, 3.827], [-2.276, -3.293, -2.036], [0.331, 0.607, 0.189]], "lowdin_charge": [-0.242, -0.238, -0.205, -0.236, -0.270, -0.105, -0.147, 0.000, 0.048, 0.050, 0.102, 0.090, 0.086, 0.107, 0.126, 0.105, 0.130, 0.109, 0.147, 0.111, 0.126, 0.143, 0.044, 0.077, -0.025, -0.134]}

***

#iii
{"formula": "C8H16N2", "method": "ωB97M-V/def2-TZVPD", "lumo_energy_ev": 0.903, "smiles": "[H]/N=C(C)/C(=N/[H])C(C)(C)CC", "orbital_gap_ha": 0.3532, "total_charge": 0, "species": ["C", "C", "C", "C", "C", "C", "C", "C", "N", "N", "H", "H", "H", "H", "H", "H", "H", "H", "H", "H", "H", "H", "H", "H", "H", "H"], "positions_angstrom": [[2.264, -0.060, 0.386], [0.621, -0.650, 0.288], [3.103, -1.079, -0.394], [-2.520, -0.902, 0.872], [-0.519, 1.361, 1.032], [0.041, 0.963, -1.478], [-1.780, -0.366, -0.339], [-0.393, 0.310, -0.032], [2.414, 1.099, 0.765], [0.528, -1.912, 0.428], [2.614, -1.088, -1.456], [2.926, -2.015, 0.149], [4.212, -0.773, -0.417], [-1.913, -0.929, 1.836], [-3.129, -1.818, 0.683], [-3.298, -0.232, 1.107], [-0.450, 0.851, 1.964], [-1.422, 1.860, 0.921], [0.279, 2.249, 1.110], [-0.784, 1.566, -1.875], [0.869, 1.611, -1.143], [0.171, 0.292, -2.400], [-2.433, 0.403, -0.822], [-1.489, -1.057, -1.082], [3.303, 1.498, 0.836], [-0.388, -2.189, 0.375]], "lowdin_charge": [-0.316, -0.268, -0.061, -0.109, -0.062, -0.020, -0.214, -0.515, 0.143, 0.182, 0.113, 0.055, 0.092, 0.102, 0.087, 0.044, 0.073, 0.056, 0.125, 0.065, 0.064, 0.105, 0.123, 0.090, 0.044, 0.001]}

***

Relative to the most stable structure, the computed energies are #i 7.112; #ii 0.165; #iii 0.000, all in eV.